1.
ORCA calculation (ωB97M-V/def2-TZVPD) on a structure of composition C28H26HfN6O2SSe5.

The geometry in XYZ format:
```
69
Properties=species:S:1:pos:R:3:forces:R:3
Hf -0.35665 -0.60702 0.99296 -0.54 1.49 -0.03
O -1.04488 -1.72656 -0.52639 -0.21 -0.75 -0.29
C -1.62537 -2.87374 -0.76247 -0.17 -0.12 -0.27
C -1.41451 -3.52915 -1.98686 0.06 0.15 -0.14
C -2.01746 -4.73214 -2.25757 -0.06 0.02 0.09
C -2.87669 -5.33196 -1.32542 0.00 -0.07 -0.09
C -3.10443 -4.69948 -0.13154 0.00 0.00 0.11
C -2.48598 -3.47446 0.17295 0.02 -0.01 0.01
C -2.76121 -2.84617 1.42904 0.00 0.08 -0.16
N -2.22997 -1.75929 1.86681 0.21 -0.02 0.16
C -2.73159 -1.24628 3.13549 0.02 -0.05 0.16
C -2.94694 0.24129 2.98560 -0.09 0.05 0.00
N -1.68019 0.84088 2.60121 -0.05 -0.73 0.07
C -1.32766 1.90061 3.21064 0.14 0.13 -0.08
C -0.11092 2.63637 2.96419 0.07 0.03 0.09
C 0.16668 3.76744 3.74610 -0.06 -0.01 0.04
C 1.33299 4.47911 3.58370 0.04 0.06 0.03
C 2.24044 4.06687 2.60293 -0.05 -0.04 -0.05
C 1.97202 2.98101 1.79779 0.03 0.07 -0.05
C 0.79492 2.22993 1.96436 -0.04 0.08 -0.08
O 0.54531 1.22339 1.17069 -0.03 0.44 0.09
H -0.73017 -3.06479 -2.68736 -0.04 -0.02 -0.01
H -1.82342 -5.22634 -3.20158 0.02 0.00 0.01
H -3.34712 -6.28029 -1.54808 0.01 0.02 0.02
H -3.76114 -5.14464 0.60863 0.00 0.00 -0.02
H -3.51004 -3.34019 2.05197 -0.06 0.01 0.00
H -1.98570 -1.42269 3.91470 0.04 -0.04 0.02
H -3.66095 -1.73415 3.43799 -0.03 -0.08 -0.07
H -3.34433 0.66061 3.91437 0.03 0.09 0.02
H -3.66868 0.42292 2.18511 -0.03 0.01 -0.03
H -1.98494 2.31250 3.98259 -0.04 0.03 0.00
H -0.55966 4.07498 4.49270 0.04 -0.05 0.02
H 1.55013 5.33637 4.20754 -0.03 -0.02 -0.02
H 3.16543 4.61409 2.46111 -0.03 0.00 0.00
H 2.65261 2.67703 1.01576 0.04 -0.01 0.01
Se 0.78785 -1.26699 3.25980 0.11 -0.27 0.44
Se 2.83874 -1.83489 2.29111 0.23 -0.14 0.09
Se 3.25369 -0.19376 0.72520 0.34 0.24 -0.22
Se 1.61464 -0.49429 -0.93925 0.46 -0.32 -0.04
C -0.31864 1.54674 -3.14423 0.09 -0.07 0.02
N -0.36838 2.46245 -2.02032 -0.02 0.04 -0.08
C -1.21644 2.38737 -0.98028 0.09 0.09 0.10
Se -2.30867 0.96780 -0.52294 -0.44 0.15 -0.35
N -1.07930 3.52035 -0.26706 0.15 0.11 0.01
C -0.06491 4.30797 -0.79624 -0.07 -0.06 0.05
C 0.50125 5.50422 -0.39010 0.00 0.05 0.10
C 1.56659 5.97739 -1.13729 0.00 0.00 0.03
C 2.05021 5.27386 -2.24547 -0.01 -0.02 -0.04
C 1.46684 4.08774 -2.65990 0.02 -0.02 -0.06
C 0.39184 3.62509 -1.91688 0.00 -0.10 0.01
H -0.91556 0.67181 -2.90311 -0.02 -0.01 0.04
H 0.70815 1.23585 -3.31881 0.06 0.00 0.04
H -0.72113 2.03647 -4.03171 0.00 0.01 0.01
H -1.56229 3.66928 0.60181 0.02 -0.06 0.07
H 0.14698 6.02645 0.49007 0.03 -0.02 -0.03
H 2.04908 6.90172 -0.84609 -0.02 -0.03 0.00
H 2.90800 5.65714 -2.78296 -0.05 0.01 0.00
H 1.85146 3.52880 -3.50306 -0.02 0.05 0.00
S 1.02351 -4.06986 0.28447 -0.07 -0.46 0.18
C 1.81141 -4.50506 -1.10126 -0.08 0.03 0.13
N 2.71522 -3.62439 -1.66329 0.02 -0.06 -0.16
C 3.43899 -3.90564 -2.75679 0.06 0.08 -0.01
C 3.30157 -5.11149 -3.36632 0.01 -0.10 -0.10
C 2.33060 -5.97382 -2.80858 -0.09 0.12 0.26
N 1.62114 -5.70148 -1.74431 0.08 -0.07 -0.17
H 2.73356 -2.68760 -1.25564 -0.07 0.05 0.01
H 4.10795 -3.13029 -3.10660 -0.02 0.02 0.05
H 3.88046 -5.38196 -4.23580 -0.03 0.03 0.02
H 2.12567 -6.93303 -3.27780 0.04 0.02 0.01
```
Positions in Å, forces in eV/Å.

Summary:
**Charge**: 0
**Calculated total energy**: -14015.2267 hartree
**Frontier orbital gap**: 6.39 eV
**Strongest force on any atom**: 1.585 eV Å⁻¹
**Energy relative to the best compared isomer or geometry (same formula, charge and spin)**: 0.714 eV

=====

2.
ORCA calculation (ωB97M-V/def2-TZVPD) on a structure of composition C32H44N7O4S2Si2Ti.

The geometry in XYZ format:
```
92
Properties=species:S:1:pos:R:3:forces:R:3
Ti 0.32779 -0.40636 0.49434 1.31 0.93 -0.64
C 2.30215 -3.58372 -1.25332 0.01 -0.01 0.03
N 2.54759 -2.16809 -1.00044 -0.03 0.05 0.03
C 2.43265 -1.45149 -2.26533 0.04 -0.01 -0.03
C 2.40407 0.06042 -2.18942 -0.01 -0.01 -0.03
N 1.12711 0.65609 -1.74294 -0.05 -0.02 0.15
C 0.04469 0.40675 -2.72192 -0.03 0.00 0.00
C 1.29860 2.10390 -1.63123 0.02 0.00 -0.03
C 1.84428 2.81956 -2.69498 0.02 -0.02 0.00
C 1.99319 4.19488 -2.64830 0.00 0.00 0.01
C 1.57892 4.87936 -1.51308 0.01 0.00 -0.01
C 1.01359 4.18309 -0.46403 -0.02 -0.01 0.01
C 0.84786 2.79132 -0.50219 -0.02 0.02 -0.03
S 0.01898 2.02000 0.82187 -0.27 -0.25 -0.04
C 3.77725 -1.93498 -0.29001 0.02 -0.02 0.00
C 4.89361 -2.72774 -0.56747 -0.01 0.02 -0.01
C 6.09013 -2.58408 0.11284 0.00 -0.01 -0.01
C 6.18546 -1.61657 1.10313 -0.01 0.01 0.00
C 5.09309 -0.81833 1.38177 0.02 0.00 0.01
C 3.87012 -0.94531 0.70430 -0.02 0.04 -0.04
S 2.62433 0.21772 1.14991 0.03 -0.02 0.17
H 2.95375 -3.99608 -2.03977 0.01 0.00 0.00
H 1.27697 -3.72105 -1.59268 -0.01 0.00 0.00
H 2.45172 -4.15958 -0.34121 -0.01 0.00 0.01
H 1.52697 -1.81292 -2.75629 0.00 0.00 0.00
H 3.27733 -1.72320 -2.92562 -0.01 0.00 0.00
H 2.63698 0.40935 -3.20358 0.00 0.01 0.00
H 3.18888 0.42438 -1.52642 -0.01 0.00 0.01
H 0.34553 0.73357 -3.72641 0.00 0.02 0.01
H -0.84733 0.95709 -2.42296 0.00 0.00 0.00
H -0.21951 -0.64585 -2.73746 0.01 -0.01 -0.01
H 2.14899 2.29614 -3.59171 0.00 0.00 0.00
H 2.41784 4.72376 -3.49264 0.00 0.00 0.00
H 1.68241 5.95644 -1.45209 0.00 0.00 0.00
H 0.66337 4.70764 0.41621 0.00 0.00 0.00
H 4.82033 -3.48830 -1.33331 -0.01 -0.01 -0.01
H 6.92927 -3.22760 -0.12164 0.00 0.00 0.00
H 7.10441 -1.48841 1.66326 0.00 0.00 0.00
H 5.15622 -0.06170 2.15425 0.00 0.00 0.00
O 1.50469 -6.66555 3.82839 -0.10 0.07 0.09
C 0.67158 -6.45687 2.92424 0.24 -0.14 -0.25
O -0.13983 -7.22904 2.38182 -0.08 0.05 0.08
C 0.69028 -5.01762 2.34373 -0.07 0.05 0.09
C 1.46691 -4.02477 2.92851 0.01 -0.01 -0.03
C 1.45021 -2.73848 2.41734 0.04 0.02 -0.02
N 0.72374 -2.40962 1.34803 -0.17 -0.39 0.00
C -0.00746 -3.36997 0.76209 0.03 0.00 0.15
C -0.06257 -4.66885 1.22729 0.00 0.00 0.01
C -0.73796 -2.90476 -0.46896 -0.17 0.05 -0.02
O -1.35178 -3.66271 -1.18524 0.02 0.00 -0.03
O -0.60213 -1.61387 -0.67385 -0.40 -0.33 -0.03
H 2.07583 -4.28261 3.78411 -0.01 0.00 0.01
H 2.03069 -1.93366 2.85196 0.00 0.00 0.00
H -0.67900 -5.40610 0.73270 0.01 -0.01 0.00
C -5.25308 3.47923 -2.43761 0.00 0.00 0.01
Si -3.59369 3.03179 -1.61335 0.01 -0.02 -0.04
C -3.49235 4.23439 -0.13466 0.01 0.00 -0.01
C -2.24366 3.67298 -2.78599 -0.03 0.01 -0.02
C -3.48168 1.28396 -1.26191 0.01 0.18 0.02
Si -4.81207 0.24978 -0.71351 0.02 -0.08 -0.04
C -4.16345 -1.44769 -0.15364 -0.01 0.01 0.01
C -5.88717 0.93773 0.73061 -0.02 -0.05 0.03
C -6.17440 -0.15776 -1.98397 0.01 0.00 0.00
H -5.26568 4.52879 -2.75021 -0.01 0.00 0.01
H -6.09022 3.32960 -1.74779 0.00 -0.01 0.00
H -5.43113 2.85370 -3.31601 0.01 0.01 -0.01
H -3.49316 5.28634 -0.44444 0.00 0.00 0.00
H -2.57491 4.03942 0.42865 0.00 0.00 0.00
H -4.33729 4.07490 0.54342 0.01 -0.01 0.00
H -2.37456 4.73987 -2.99833 0.01 0.00 0.00
H -2.26288 3.12746 -3.73384 0.00 0.00 0.01
H -1.24989 3.54526 -2.34636 0.01 -0.01 0.01
H -2.48960 0.94158 -0.95753 -0.06 -0.05 0.04
H -3.25142 -1.36649 0.44913 0.01 0.00 -0.01
H -3.85776 -2.02412 -1.03029 -0.01 -0.01 0.00
H -4.90555 -2.04221 0.39038 0.02 -0.01 0.03
H -5.26543 1.25371 1.57328 0.01 0.01 0.01
H -6.65470 0.23151 1.07779 0.01 0.00 0.01
H -6.40640 1.83680 0.38247 -0.01 -0.01 0.00
H -5.71886 -0.43795 -2.93642 0.00 -0.02 0.00
H -6.81986 0.70753 -2.16376 0.02 0.01 -0.01
H -6.80743 -0.98561 -1.64492 -0.02 0.02 0.01
N -4.05653 -0.66189 3.12310 0.00 0.08 -0.03
C -3.41820 -0.23953 4.22201 -0.08 0.00 -0.06
N -4.18208 0.02202 5.32132 0.05 -0.07 0.01
N -2.12251 -0.06369 4.33546 0.04 -0.01 0.07
C -1.40629 -0.19596 3.24650 -0.08 -0.02 -0.06
N -0.75866 -0.31132 2.29854 -0.21 -0.06 0.41
H -5.03318 -0.44245 3.00730 -0.01 -0.02 -0.03
H -3.54818 -0.74427 2.25116 -0.01 0.00 -0.01
H -5.03029 -0.50896 5.42326 -0.02 0.04 -0.02
H -3.64644 0.15108 6.16369 0.00 0.02 0.00
```
Positions in Å, forces in eV/Å.

Summary:
**Charge**: -2
**Calculated total energy**: -4155.1636 hartree
**Frontier orbital gap**: 4.99 eV
**Strongest force on any atom**: 1.730 eV Å⁻¹
**Energy relative to the best compared isomer or geometry (same formula, charge and spin)**: 0.584 eV
**2S+1**: 2

=====

3.
ORCA calculation (ωB97M-V/def2-TZVPD) on the molecule C8H8N4S2.

The geometry in XYZ format:
```
22
Properties=species:S:1:pos:R:3:forces:R:3
C 3.62431 -1.63477 0.07668 1.01 -1.13 -0.05
C 2.21361 -1.17146 0.04719 -0.46 -1.93 0.03
S 0.83454 -2.28092 -0.04300 0.21 1.34 -0.57
C -0.14598 -0.87792 -0.31981 -3.55 1.07 1.44
C -1.98388 -0.98176 -0.12561 4.24 -1.69 -0.61
S -2.62376 -2.47152 -0.04796 0.15 0.53 0.05
N -2.59750 0.20018 -0.01691 -0.70 0.59 0.57
C -2.09241 1.44820 -0.41271 -0.65 -0.09 -1.64
C -3.16071 2.29111 -0.23947 0.65 1.72 -1.09
N -4.24655 1.63897 0.29523 -0.61 -0.24 0.69
C -3.93364 0.39830 0.45070 1.81 0.84 -0.91
N 0.43344 0.29591 -0.21905 0.44 -1.56 0.05
C 1.78254 0.08857 -0.01138 0.40 1.96 0.05
N 2.70041 1.16925 0.06320 2.84 -1.96 0.12
H 3.60903 -2.76304 0.32826 0.47 1.77 -0.69
H 4.15031 -1.40332 -0.93383 -0.77 -0.67 1.70
H 4.21730 -1.13718 0.89873 -0.56 -0.47 -0.78
H -1.19263 1.42836 -1.08657 -1.17 0.59 1.41
H -3.27116 3.38756 -0.56641 0.40 -2.02 0.72
H -4.47079 -0.40513 0.89756 -0.35 -0.27 0.10
H 2.43553 1.97202 0.59156 -0.40 0.31 0.32
H 3.71800 0.80857 0.37361 -3.37 1.29 -0.89
```
Positions in Å, forces in eV/Å.

Summary:
**Charge**: 0
**Calculated total energy**: -1324.9695 hartree
**SMILES**: Cc1sc(C(=S)n2ccnc2)nc1N
**Frontier orbital gap**: 7.75 eV
**Strongest force on any atom**: 4.606 eV Å⁻¹
**Energy relative to the best compared isomer or geometry (same formula, charge and spin)**: 0.000 eV

=====

4.
ORCA calculation (ωB97M-V/def2-TZVPD) on a structure of composition C34H38F6N10PSV.

The geometry in XYZ format:
```
91
Properties=species:S:1:pos:R:3:forces:R:3
V -0.68132 0.91237 0.73840 0.12 -0.30 -0.84
C 2.48194 -1.77540 -0.37059 0.09 -0.09 0.15
C 1.60560 -0.70155 -0.42264 -0.01 -0.03 0.16
N 0.92261 -0.32656 0.66215 0.78 -0.60 -0.04
C 1.13053 -1.00562 1.81829 0.04 0.10 -0.06
C 2.01276 -2.07406 1.83587 0.04 -0.07 -0.03
N 2.66791 -2.46386 0.74740 -0.04 0.01 0.03
C 0.46095 -0.40230 2.99217 -0.05 0.10 0.01
C 0.48069 -0.78106 4.31637 -0.01 -0.13 -0.03
C -0.17965 0.02803 5.25629 0.05 0.03 0.01
C -0.63473 1.29524 4.85806 -0.07 -0.04 0.07
C -0.54853 1.63016 3.52443 -0.07 0.02 -0.13
N -0.13666 0.73320 2.63011 0.54 -0.01 1.00
C -0.70196 2.93910 2.84544 0.13 -0.16 -0.02
C -0.81680 4.17072 3.46260 -0.02 0.07 -0.06
N -0.68284 5.30299 2.78036 -0.04 0.01 0.01
C -0.45720 5.22841 1.47626 -0.04 0.06 0.24
C -0.40716 4.00518 0.82336 -0.05 -0.12 0.00
N -0.51506 2.85983 1.50274 -0.29 0.68 0.16
C -0.36877 -0.43616 6.64307 0.04 0.01 -0.03
C -1.59588 -0.24862 7.26836 -0.14 0.08 0.07
C -1.76570 -0.74912 8.55374 0.35 -0.02 -0.15
N -0.79198 -1.37631 9.20339 -0.07 -0.19 0.29
C 0.38554 -1.55577 8.61362 -0.30 0.23 -0.20
C 0.64109 -1.10347 7.32555 0.19 -0.12 0.01
H 3.04113 -2.08671 -1.24452 -0.01 0.05 -0.01
H 1.45733 -0.15010 -1.33966 -0.08 0.01 0.00
H 2.21353 -2.62181 2.74871 -0.05 -0.01 0.00
H 0.95407 -1.70293 4.62698 -0.06 0.00 0.05
H -1.03422 1.98208 5.59229 0.07 0.01 0.01
H -1.00012 4.25013 4.52754 0.03 0.01 0.00
H -0.31628 6.16056 0.94421 -0.02 -0.03 -0.06
H -0.27215 3.95134 -0.24856 -0.04 -0.01 -0.01
H -2.41832 0.24530 6.76432 0.02 -0.02 0.01
H -2.70930 -0.64771 9.07543 0.00 0.03 -0.01
H 1.14226 -2.07727 9.18599 0.02 0.03 0.01
H 1.62198 -1.24439 6.88605 -0.03 -0.01 0.02
F -1.70532 -0.49250 1.05392 -0.48 -0.18 0.03
P -3.87092 2.34774 0.92899 -0.55 0.46 -0.01
F -4.25366 1.04268 0.13875 -0.11 -0.11 0.02
F -3.38320 3.64279 1.70169 -0.11 0.07 0.03
F -3.28576 1.47796 2.07629 0.13 -0.08 0.03
F -2.94330 2.75847 -0.25977 0.10 -0.03 -0.03
F -5.31993 2.81659 0.97013 -0.05 -0.01 0.02
C -1.89325 -4.62784 -7.70618 0.01 -0.06 0.21
C -0.95295 -5.28212 -6.69465 0.07 0.11 -0.24
C -0.13652 -4.29390 -5.85917 -0.22 -0.11 0.11
C -0.97605 -3.42497 -4.92826 0.21 -0.04 -0.13
N -1.60225 -4.23094 -3.86931 0.16 0.17 -0.07
C -1.39538 -4.14862 -2.56662 -0.40 -0.35 -0.24
S -0.42248 -2.86628 -1.89874 0.00 -0.03 0.04
N -1.95354 -5.02802 -1.74799 0.15 0.10 0.20
C -1.69786 -5.11279 -0.30278 0.29 0.01 0.07
C -0.38118 -5.81737 0.03298 -0.21 -0.18 -0.06
C -0.40660 -7.33720 -0.13223 0.12 0.04 -0.12
C -0.54048 -7.83807 -1.57220 -0.03 0.02 0.16
H -2.38691 -5.39652 -8.29766 -0.04 0.05 -0.05
H -1.34817 -3.97508 -8.38890 0.00 0.00 0.01
H -2.67569 -4.03961 -7.21903 -0.02 0.01 -0.07
H -0.24006 -5.90179 -7.23976 -0.04 -0.11 0.07
H -1.52121 -5.96945 -6.05606 0.07 -0.03 0.02
H 0.40808 -3.62150 -6.52556 0.03 -0.03 0.00
H 0.59728 -4.84065 -5.26112 0.08 0.08 -0.02
H -1.76005 -2.91527 -5.48716 -0.06 0.04 0.10
H -0.35137 -2.67351 -4.44900 -0.07 0.05 0.03
H -2.15156 -5.01331 -4.20563 -0.06 0.01 0.05
H -2.41901 -5.82269 -2.16677 0.02 -0.01 -0.02
H -2.53838 -5.63651 0.14916 -0.07 0.03 -0.06
H -1.67095 -4.09353 0.08379 -0.17 0.01 -0.01
H -0.14883 -5.58700 1.07534 0.03 0.07 -0.02
H 0.41713 -5.38738 -0.58851 0.03 0.02 0.08
H -1.21416 -7.75147 0.47720 0.04 0.00 0.04
H 0.52319 -7.72447 0.28667 -0.02 -0.03 0.01
H -1.56726 -7.76367 -1.94248 0.03 0.00 -0.05
H -0.27723 -8.89291 -1.62291 -0.02 0.00 -0.06
H 0.12734 -7.29747 -2.24856 -0.02 -0.02 -0.02
N -1.00697 1.38216 -3.41936 -0.08 -0.10 -0.12
C -0.53048 1.55554 -2.18829 -0.09 -0.02 0.09
N -1.12896 0.78074 -1.29198 0.18 0.41 -0.55
C -2.07461 0.03025 -2.01333 0.06 -0.01 -0.24
C -2.98253 -0.96524 -1.62831 0.03 -0.06 0.13
C -3.77905 -1.51535 -2.61244 0.05 -0.02 -0.06
C -3.68513 -1.11751 -3.95724 -0.02 0.00 0.03
C -2.79178 -0.14703 -4.35426 0.03 0.03 -0.10
C -1.99655 0.41040 -3.35814 -0.01 -0.01 0.11
H -0.70909 1.87711 -4.24743 0.03 0.03 0.03
H 0.27023 2.24819 -1.96983 -0.03 0.04 -0.05
H -3.07291 -1.28794 -0.60203 0.03 0.10 0.02
H -4.50474 -2.27067 -2.33899 0.00 0.02 0.01
H -4.33256 -1.57626 -4.69338 -0.02 0.03 0.02
H -2.71475 0.16650 -5.38736 -0.02 0.02 0.02
```
Positions in Å, forces in eV/Å.

Summary:
**Charge**: +3
**Calculated total energy**: -4148.1020 hartree
**Frontier orbital gap (alpha / beta)**: 6.32 / 4.49 eV
**Strongest force on any atom**: 1.131 eV Å⁻¹
**Energy relative to the best compared isomer or geometry (same formula, charge and spin)**: 1.293 eV
**2S+1**: 4

=====

Among the records above, which one has the highest energy relative to the best compared isomer or geometry (same formula, charge and spin)?
C34H38F6N10PSV